Formula: C3H3BiFO3
Source: OMol25
Level of theory: the ωB97M-V functional and the def2-TZVPD basis

The value obtained for the HOMO energy (alpha / beta) is -15.4874 / -13.6124 eV. The electronic energy is -655.82017 hartree. The net charge is +1.

The geometry in XYZ format:
```
11
Properties=species:S:1:pos:R:3:lowdin_charge:R:1
C 0.03 -1.18 0.30 -0.06
C -0.96 -0.49 -0.54 0.04
O -1.46 0.98 0.22 0.00
C -0.56 1.77 0.79 -0.07
O 0.45 2.06 0.06 -0.30
O 0.69 -0.20 1.25 -0.43
Bi 2.06 0.94 0.22 1.91
F 2.26 -0.55 -0.93 -0.48
H -0.19 -2.18 0.69 0.14
H -1.86 -1.09 -0.64 0.14
H -0.46 -0.07 -1.42 0.13
```